Record 1
A structure of composition C21H25N2Ru in a non-equilibrium geometry, computed with ωB97M-V with the def2-TZVPD basis set.

The geometry in XYZ format:
```
49
Properties=species:S:1:pos:R:3
C -0.57 0.42 -4.61
C 0.01 1.76 -4.50
C 0.25 -0.68 -5.12
C -2.03 0.27 -4.55
H 0.30 -0.70 -6.22
H -0.14 -1.66 -4.81
H 1.29 -0.60 -4.76
H 0.02 2.29 -5.47
H 1.05 1.73 -4.14
H -0.57 2.39 -3.80
H -2.51 0.43 -5.54
H -2.48 1.00 -3.86
H -2.32 -0.74 -4.22
C 2.13 -0.32 0.83
C 1.99 -1.17 -0.34
C 1.69 -0.33 -1.46
H 2.29 -2.21 -0.33
C 1.53 0.99 -1.01
C 1.72 1.02 0.41
H 1.70 1.89 1.06
H 2.59 -0.61 1.76
H 1.63 -0.67 -2.49
H 1.31 1.87 -1.62
C -2.25 -1.22 0.28
C -1.29 -2.20 0.73
C -0.41 -2.48 -0.40
H -1.30 -2.78 1.65
C -0.95 -1.78 -1.54
C -2.07 -1.03 -1.12
H -2.71 -0.43 -1.77
H -3.04 -0.79 0.89
H 0.34 -3.26 -0.39
H -0.56 -1.85 -2.56
Ru 0.11 -0.68 0.63
N -1.62 0.04 4.49
C -1.59 -0.40 3.22
N -0.42 -0.10 2.65
C 0.36 0.58 3.62
C 1.67 1.09 3.65
C 2.14 1.67 4.82
C 1.34 1.75 5.98
C 0.04 1.23 5.96
C -0.41 0.66 4.78
H -2.40 -0.06 5.12
H -2.42 -0.95 2.79
H 2.31 1.02 2.78
H 3.15 2.08 4.84
H 1.74 2.22 6.87
H -0.64 1.28 6.82
```

The orbital gap (spin up / spin down) is 5.7 / 7.5 eV. Its spin multiplicity is 5. Its expectation value of S² is 6.0419. The total energy comes out at -1019.21926 hartree. The net charge is +1.



Record 2
The molecule C2H6SSi in a non-equilibrium geometry, computed with ωB97M-V with the def2-TZVPD basis set.

The geometry in XYZ format:
```
10
Properties=species:S:1:pos:R:3
C 0.24 0.46 -0.46
C 1.34 0.23 0.45
Si -1.36 -0.51 0.13
S 2.91 -0.10 0.07
H 0.04 1.61 -0.50
H 0.51 0.07 -1.37
H 1.18 0.58 1.42
H -2.32 0.24 -0.83
H -1.48 -1.87 -0.40
H -1.07 -0.70 1.49
```

The orbital gap is 8.3 eV. As for the relative energy (zero: lowest compared OMol25 entry of this formula, charge and spin): 271.71 kJ/mol. The total energy comes out at -767.39306 hartree. Its SMILES is [SiH3]CC=S. The net charge is 0.



Record 3
A structure of composition C41H36GeN5O3RbS2 in a non-equilibrium geometry, computed with ωB97M-V with the def2-TZVPD basis set.

The geometry in XYZ format:
```
89
Properties=species:S:1:pos:R:3
Rb -0.49 -0.23 -0.13
N 3.26 -1.80 2.17
C 2.74 -0.86 3.17
C 2.82 0.58 2.68
C 2.04 0.80 1.35
O 0.85 1.13 1.44
O 2.70 0.62 0.31
H 3.70 -2.59 2.63
H 3.95 -1.33 1.59
H 3.29 -0.93 4.13
H 1.70 -1.14 3.37
H 3.86 0.83 2.49
H 2.42 1.25 3.44
S -5.18 -7.89 -0.24
N -4.51 -7.08 1.06
C -3.87 -6.02 0.57
C -3.15 -5.06 1.33
C -3.01 -5.17 2.72
C -2.26 -4.24 3.40
C -1.68 -3.19 2.66
N -1.81 -3.04 1.37
C -2.52 -3.95 0.67
C -2.64 -3.80 -0.74
N -2.12 -2.71 -1.34
C -2.19 -2.60 -2.64
C -2.78 -3.55 -3.48
C -3.37 -4.65 -2.90
C -3.32 -4.80 -1.52
C -3.94 -5.90 -0.85
N -4.63 -6.87 -1.44
H -3.50 -5.99 3.23
H -2.12 -4.30 4.47
H -1.06 -2.46 3.17
H -1.75 -1.70 -3.06
H -2.79 -3.41 -4.55
H -3.87 -5.41 -3.49
C 3.91 -1.35 -1.40
S 2.15 -1.44 -0.85
O 1.40 -0.84 -1.95
C 2.00 -3.23 -1.20
C 2.62 -4.16 -0.39
C 2.35 -5.50 -0.55
C 1.43 -5.92 -1.50
C 0.79 -4.99 -2.30
C 1.09 -3.64 -2.16
H 3.98 -1.66 -2.43
H 4.52 -1.97 -0.75
H 4.17 -0.30 -1.28
H 3.29 -3.82 0.39
H 2.85 -6.23 0.07
H 1.20 -6.97 -1.60
H 0.04 -5.31 -3.01
H 0.61 -2.89 -2.76
C -0.61 2.11 -1.89
Ge -0.05 3.36 -0.55
C -1.52 3.57 0.80
C -1.47 4.24 2.02
C -2.59 4.36 2.82
C -3.80 3.84 2.42
C -3.88 3.19 1.20
C -2.75 3.06 0.41
C -0.37 5.18 -1.43
C -0.89 5.22 -2.71
C -1.17 6.41 -3.35
C -0.95 7.61 -2.70
C -0.44 7.60 -1.41
C -0.15 6.40 -0.79
C 1.78 3.81 0.18
C 2.10 4.20 1.46
C 3.39 4.60 1.79
C 4.39 4.57 0.84
C 4.10 4.11 -0.43
C 2.81 3.75 -0.75
H 0.27 1.89 -2.52
H -0.55 4.70 2.35
H -2.52 4.88 3.78
H -4.68 3.93 3.05
H -4.83 2.81 0.85
H -2.82 2.58 -0.56
H -1.06 4.27 -3.21
H -1.57 6.42 -4.36
H -1.18 8.55 -3.18
H -0.27 8.54 -0.89
H 0.26 6.40 0.21
H 1.35 4.20 2.23
H 3.61 4.94 2.80
H 5.40 4.89 1.10
H 4.89 4.05 -1.17
H 2.59 3.40 -1.75
```

The orbital gap (spin up / spin down) is 3.9 / 5.4 eV. As for the relative energy (zero: lowest compared OMol25 entry of this formula, charge and spin): 183.30 kJ/mol. The total energy comes out at -4980.80025 hartree. The net charge is -2.



Record 4
A cluster of 7 separate species, C32H57BrIN9O3P in total, computed with ωB97M-V with the def2-TZVPD basis set.

The geometry in XYZ format:
```
104
Properties=species:S:1:pos:R:3
N 0.15 -4.00 0.44
C 0.46 -2.79 0.63
C -0.44 -1.65 0.21
N -1.00 -0.68 1.24
C -1.40 0.57 0.50
C -0.40 1.72 0.35
O -0.74 2.83 0.55
I 1.58 1.34 -0.37
C -0.22 -0.28 2.46
Br 0.36 -1.81 3.50
C -1.24 0.49 3.28
C -2.56 -0.31 3.12
P -3.40 -1.18 4.58
O -2.19 -1.31 5.67
O -4.28 0.08 5.14
C -2.39 -1.22 1.86
N -2.51 -2.60 2.03
H -0.80 -4.06 0.08
H 1.45 -2.54 1.01
H -1.32 -2.06 -0.29
H 0.10 -1.05 -0.52
H -2.28 0.99 0.98
H -1.70 0.27 -0.51
H 0.69 0.24 2.21
H -0.88 0.55 4.31
H -1.36 1.51 2.91
H -3.33 0.42 2.86
H -1.48 -0.66 5.65
H -3.79 0.81 5.53
H -3.14 -0.93 1.13
H -1.79 -3.08 2.55
H -2.77 -3.11 1.20
C -3.24 -3.38 8.39
C -2.43 -4.56 7.87
C -2.49 -5.78 8.79
C -1.95 -5.48 10.12
N -1.53 -5.25 11.15
H -2.86 -3.04 9.35
H -3.20 -2.55 7.70
H -4.29 -3.66 8.52
H -1.39 -4.26 7.73
H -2.80 -4.85 6.88
H -1.92 -6.61 8.37
H -3.52 -6.12 8.91
C -4.93 5.33 -0.47
C -4.22 4.30 -1.34
C -4.75 2.88 -1.13
C -4.58 2.43 0.25
N -4.44 2.11 1.35
H -4.77 5.13 0.59
H -4.54 6.33 -0.68
H -6.00 5.34 -0.67
H -3.14 4.31 -1.14
H -4.34 4.55 -2.40
H -4.24 2.17 -1.78
H -5.82 2.83 -1.36
C 0.95 -4.51 -3.67
C -0.16 -5.50 -4.02
C -1.54 -4.84 -4.06
C -1.91 -4.27 -2.77
N -2.20 -3.83 -1.75
H 0.81 -4.09 -2.67
H 1.92 -5.00 -3.69
H 0.97 -3.69 -4.39
H -0.17 -6.32 -3.30
H 0.03 -5.93 -5.00
H -2.31 -5.56 -4.34
H -1.55 -4.03 -4.80
C 4.97 6.05 -0.62
C 3.67 6.16 0.16
C 2.45 5.66 -0.64
C 2.24 6.41 -1.87
N 2.08 7.00 -2.84
H 4.95 6.66 -1.52
H 5.80 6.38 0.01
H 5.17 5.02 -0.91
H 3.49 7.20 0.45
H 3.73 5.58 1.08
H 1.54 5.73 -0.04
H 2.59 4.61 -0.91
C 9.16 7.76 -1.22
C 9.99 7.77 0.05
C 9.94 6.44 0.81
C 8.58 6.10 1.22
N 7.50 5.86 1.52
H 8.10 7.59 -1.00
H 9.25 8.70 -1.75
H 9.49 6.96 -1.90
H 9.65 8.57 0.71
H 11.04 7.98 -0.19
H 10.56 6.47 1.70
H 10.31 5.63 0.18
C -1.42 -5.81 -10.31
C -1.84 -6.59 -9.07
C -2.37 -5.68 -7.96
C -1.37 -4.72 -7.50
N -0.57 -3.97 -7.16
H -0.61 -5.12 -10.09
H -1.08 -6.48 -11.10
H -2.26 -5.23 -10.71
H -0.99 -7.16 -8.69
H -2.62 -7.30 -9.33
H -2.68 -6.27 -7.09
H -3.24 -5.12 -8.30
```

The orbital gap is 8.7 eV. The total energy comes out at -5184.84455 hartree. The net charge is +1.



Record 5
A cluster of 10 separate species, C4H28N2O10S in total in a non-equilibrium geometry, computed with ωB97M-V with the def2-TZVPD basis set.

The geometry in XYZ format:
```
45
Properties=species:S:1:pos:R:3
O 0.03 -1.26 -1.64
C 0.36 -0.22 -1.02
N 1.63 0.25 -1.15
C 2.15 1.40 -0.38
C 2.51 2.62 -1.22
S 1.35 3.99 -1.08
C -0.60 0.45 -0.22
N -1.96 0.03 -0.12
H 2.23 -0.26 -1.78
H 1.45 1.55 0.43
H 2.96 1.01 0.27
H 2.63 2.29 -2.26
H 3.47 3.00 -0.84
H 0.33 3.46 -1.69
H -0.39 1.43 0.16
H -2.33 0.29 0.82
H -2.53 0.44 -0.90
H -2.10 -0.99 -0.14
H 1.87 -2.10 2.24
H 1.41 -2.18 3.76
O 1.40 -2.63 2.88
H -0.02 -1.05 -4.68
H 0.58 -0.79 -3.27
O 0.34 -0.37 -4.12
H -0.14 1.16 -3.75
H -0.37 2.69 -3.97
O -0.71 1.93 -3.47
H -1.92 -1.01 2.74
H -2.31 0.03 3.92
O -1.96 -0.05 3.00
H 0.33 -0.98 4.92
H 1.39 -0.10 4.38
O 1.31 -0.91 4.93
H -0.87 -3.89 -0.73
H -0.84 -2.36 -0.92
O -1.38 -3.09 -0.56
H -2.31 -0.36 -3.19
H -2.23 1.00 -3.03
O -2.82 0.29 -2.67
H -0.33 0.56 3.11
H 0.74 1.33 2.43
O 0.53 1.02 3.30
H -1.28 -2.72 1.11
H -0.31 -2.44 2.33
O -1.26 -2.47 2.06
```

The orbital gap (spin up / spin down) is 9.8 / 6.1 eV. Its spin multiplicity is 2. As for the relative energy (zero: lowest compared OMol25 entry of this formula, charge and spin): 0.00 kJ/mol. Its expectation value of S² is 0.7558. The total energy comes out at -1429.04865 hartree. The net charge is +1.



Record 6
A structure of composition C20H28N12ReS in a non-equilibrium geometry, computed with ωB97M-V with the def2-TZVPD basis set.

The geometry in XYZ format:
```
62
Properties=species:S:1:pos:R:3
Re -0.34 -0.93 0.43
C -0.64 2.28 3.51
C -0.82 1.34 2.38
N -0.21 0.19 2.27
N 0.54 -0.26 3.33
C 0.99 -1.53 3.35
N 1.55 -2.01 4.42
S 0.85 -2.48 1.92
C -1.80 1.57 1.31
C -2.73 2.59 1.36
C -3.74 2.64 0.40
C -3.76 1.69 -0.61
C -2.77 0.71 -0.61
N -1.82 0.63 0.33
H 0.38 2.28 3.90
H -1.32 2.03 4.34
H -0.87 3.30 3.21
H 0.54 0.30 4.18
H 1.67 -1.49 5.28
H 1.89 -2.97 4.44
H -2.69 3.33 2.14
H -4.51 3.40 0.45
H -4.52 1.69 -1.37
H -2.77 -0.05 -1.38
N -2.78 -4.02 -1.06
C -3.82 -3.43 -0.38
C -3.31 -2.33 0.23
N -1.96 -2.26 -0.08
C -1.68 -3.31 -0.86
C -0.30 -3.43 -1.24
N 0.49 -2.42 -0.86
C 1.79 -2.80 -1.17
C 1.75 -4.02 -1.77
N 0.43 -4.40 -1.80
H -2.88 -4.86 -1.62
H -4.83 -3.82 -0.39
H -3.81 -1.63 0.86
H 2.66 -2.23 -0.90
H 2.55 -4.64 -2.16
H 0.10 -5.28 -2.17
C 2.31 0.90 -0.04
N 3.14 1.82 -0.74
C 3.49 1.31 -2.07
N 2.25 1.14 -2.83
C 1.39 0.19 -2.21
N 1.01 0.66 -0.80
C 0.36 2.03 -0.99
N 1.24 2.92 -1.65
C 2.47 3.12 -0.88
C 1.58 2.43 -3.00
H 2.06 1.31 0.95
H 2.83 -0.05 0.08
H 4.01 0.35 -1.97
H 4.15 2.01 -2.57
H 1.89 -0.76 -2.15
H 0.47 0.09 -2.80
H 0.11 2.44 -0.01
H -0.55 1.90 -1.59
H 2.23 3.53 0.11
H 3.13 3.82 -1.39
H 2.24 3.14 -3.49
H 0.68 2.32 -3.60
```

The orbital gap (spin up / spin down) is 5.9 / 4.6 eV. Its spin multiplicity is 4. As for the relative energy (zero: lowest compared OMol25 entry of this formula, charge and spin): 140.94 kJ/mol. Its expectation value of S² is 3.7830. The total energy comes out at -1911.02164 hartree. The net charge is +4.



net charge of number 4 (C32H57BrIN9O3P)? +1